# 1
Formula: C32H60O30
Source: OMol25
Level of theory: ωB97M-V/def2-TZVPD

Atoms and positions in Å:
C1 -1.052 1.176 -1.590
C2 -0.047 0.157 -0.995
C3 1.356 0.684 -1.284
O1 1.974 0.592 -0.045
C4 1.086 0.327 0.958
O2 1.267 0.276 2.193
O3 -0.072 0.242 0.422
H1 -2.076 0.941 -1.300
H2 -1.123 1.198 -2.677
H3 -0.855 2.209 -1.302
H4 -0.141 -0.864 -1.366
H5 1.379 1.707 -1.657
H6 1.966 0.000 -1.874
C5 1.040 4.107 1.342
C6 2.449 4.643 1.491
C7 2.544 6.128 1.099
O4 3.480 6.570 2.038
C8 3.607 5.753 3.127
O5 4.350 5.932 4.137
O6 2.903 4.634 2.854
H7 0.353 4.693 1.953
H8 1.222 3.088 1.682
H9 0.701 4.296 0.324
H10 3.167 4.130 0.852
H11 1.644 6.644 1.433
H12 2.951 6.227 0.092
C9 1.377 2.353 5.502
O7 1.965 1.618 6.667
C10 2.338 0.311 6.720
O8 2.804 -0.210 7.712
O9 2.280 -0.114 5.476
C11 2.728 -1.430 5.065
H13 2.037 2.357 4.634
H14 0.984 3.341 5.740
H15 0.540 1.779 5.106
H16 3.805 -1.592 5.045
H17 2.558 -1.459 3.989
H18 2.237 -2.203 5.656
C12 -4.572 -7.212 -1.648
O10 -4.755 -5.862 -1.281
C13 -3.733 -5.168 -0.698
O11 -2.811 -5.610 -0.009
O12 -3.924 -3.796 -1.094
C14 -3.257 -2.672 -0.541
H19 -3.725 -7.365 -2.318
H20 -5.384 -7.461 -2.331
H21 -4.619 -7.826 -0.748
H22 -3.323 -2.699 0.547
H23 -3.865 -1.767 -0.550
H24 -2.259 -2.584 -0.968
C15 -2.319 2.306 2.091
O13 -3.437 2.526 1.223
C16 -3.493 3.413 0.220
O14 -4.418 3.462 -0.619
O15 -2.336 4.170 0.288
C17 -2.129 5.309 -0.492
H25 -2.326 3.041 2.896
H26 -1.361 2.124 1.604
H27 -2.513 1.408 2.677
H28 -3.078 5.812 -0.676
H29 -1.823 5.145 -1.526
H30 -1.502 6.071 -0.030
C18 -1.691 -1.701 2.862
O16 -3.004 -2.111 3.027
C19 -3.223 -3.382 3.191
O17 -2.685 -4.377 2.556
O18 -4.312 -3.533 3.915
C20 -4.929 -4.763 4.115
H31 -1.425 -1.827 1.812
H32 -0.930 -2.285 3.379
H33 -1.761 -0.656 3.161
H34 -4.872 -5.267 3.151
H35 -5.925 -4.787 4.558
H36 -4.344 -5.418 4.761
C21 5.312 1.740 0.091
O19 4.773 0.434 -0.193
C22 5.298 -0.587 0.348
O20 6.191 -0.438 1.175
O21 4.719 -1.730 -0.134
C23 5.268 -2.938 0.337
H37 6.400 1.690 0.131
H38 4.907 2.096 1.038
H39 5.016 2.538 -0.590
H40 4.996 -3.223 1.353
H41 6.347 -2.798 0.399
H42 4.927 -3.757 -0.296
C24 -1.288 3.201 -4.715
O22 -2.416 3.668 -3.941
C25 -3.669 2.992 -3.849
O23 -4.742 3.480 -3.342
O24 -3.654 1.821 -4.484
C26 -4.874 0.984 -4.618
H43 -1.058 3.932 -5.489
H44 -1.595 2.353 -5.327
H45 -0.357 3.072 -4.162
H46 -5.280 1.173 -5.611
H47 -5.588 1.130 -3.807
H48 -4.665 -0.081 -4.513
C27 -0.238 -4.520 -1.970
O25 0.465 -3.613 -1.123
C28 0.490 -3.821 0.210
O26 -0.021 -4.728 0.894
O27 1.220 -2.866 0.752
C29 1.909 -2.991 1.928
H49 0.300 -5.465 -2.040
H50 -0.225 -4.217 -3.017
H51 -1.267 -4.784 -1.727
H52 2.812 -2.405 1.755
H53 2.008 -4.066 2.079
H54 1.260 -2.549 2.684
C30 1.825 2.005 -6.868
O28 2.251 0.705 -6.563
C31 1.943 0.075 -5.402
O29 1.432 0.565 -4.344
O30 2.296 -1.245 -5.491
C32 2.028 -2.075 -4.361
H55 1.472 2.049 -7.898
H56 2.658 2.704 -6.788
H57 1.054 2.424 -6.222
H58 2.901 -2.082 -3.708
H59 1.584 -3.048 -4.567
H60 1.216 -1.700 -3.738

Properties
SMILES string   C[C@H]1COC(=O)O1.C[C@H]1COC(=O)O1.COC(=O)OC.COC(=O)OC.COC(=O)OC.COC(=O)OC.COC(=O)OC.COC(=O)OC.COC(=O)OC.COC(=O)OC
Multiplicity   1
HOMO level   -10.199 eV
Maximum force   7.039 eV/Å
Relative energy (zero: lowest compared OMol25 entry of this formula, charge and spin)   162.01 kJ/mol
Frontier orbital gap   10.09 eV

Here are the Löwdin charges for atoms 1 to 99, given in e: atom 1 (C): 0.0080, atom 2 (C): -0.2405, atom 3 (C): -0.1148, atom 4 (O): 0.0460, atom 5 (C): -0.5511, atom 6 (O): 0.0946, atom 7 (O): 0.0891, atom 8 (H): 0.0874, atom 9 (H): 0.0746, atom 10 (H): 0.0846, atom 11 (H): 0.1454, atom 12 (H): 0.1345, atom 13 (H): 0.1268, atom 14 (C): -0.0064, atom 15 (C): -0.3207, atom 16 (C): -0.1002, atom 17 (O): 0.0373, atom 18 (C): -0.4565, atom 19 (O): 0.0950, atom 20 (O): 0.0790, atom 21 (H): 0.0970, atom 22 (H): 0.0818, atom 23 (H): 0.0898, atom 24 (H): 0.1418, atom 25 (H): 0.1401, atom 26 (H): 0.1447, atom 27 (C): -0.0005, atom 28 (O): -0.0196, atom 29 (C): -0.5968, atom 30 (O): 0.1279, atom 31 (O): -0.0199, atom 32 (C): -0.0030, atom 33 (H): 0.0772, atom 34 (H): 0.0905, atom 35 (H): 0.0757, atom 36 (H): 0.0979, atom 37 (H): 0.0527, atom 38 (H): 0.1049, atom 39 (C): -0.0553, atom 40 (O): -0.0305, atom 41 (C): -0.4506, atom 42 (O): 0.1115, atom 43 (O): -0.0523, atom 44 (C): -0.0489, atom 45 (H): 0.0973, atom 46 (H): 0.0912, atom 47 (H): 0.1013, atom 48 (H): 0.0747, atom 49 (H): 0.0977, atom 50 (H): 0.0844, atom 51 (C): -0.0276, atom 52 (O): 0.0003, atom 53 (C): -0.4927, atom 54 (O): 0.1035, atom 55 (O): -0.0596, atom 56 (C): -0.0727, atom 57 (H): 0.1013, atom 58 (H): 0.0771, atom 59 (H): 0.0791, atom 60 (H): 0.0996, atom 61 (H): 0.0861, atom 62 (H): 0.0893, atom 63 (C): -0.0376, atom 64 (O): 0.0105, atom 65 (C): -0.5470, atom 66 (O): 0.0535, atom 67 (O): 0.0135, atom 68 (C): -0.0540, atom 69 (H): 0.0845, atom 70 (H): 0.1053, atom 71 (H): 0.0922, atom 72 (H): 0.0935, atom 73 (H): 0.0980, atom 74 (H): 0.0970, atom 75 (C): -0.0042, atom 76 (O): 0.0136, atom 77 (C): -0.6116, atom 78 (O): 0.1039, atom 79 (O): -0.0105, atom 80 (C): -0.0659, atom 81 (H): 0.1010, atom 82 (H): 0.0963, atom 83 (H): 0.0895, atom 84 (H): 0.0861, atom 85 (H): 0.0966, atom 86 (H): 0.0998, atom 87 (C): -0.0719, atom 88 (O): -0.0510, atom 89 (C): -0.4541, atom 90 (O): 0.0545, atom 91 (O): -0.0487, atom 92 (C): 0.0139, atom 93 (H): 0.0849, atom 94 (H): 0.0890, atom 95 (H): 0.0786, atom 96 (H): 0.0960, atom 97 (H): 0.0939, atom 98 (H): 0.0856, atom 99 (C): -0.0401

=====

# 2
Formula: C4H3LiO2Sm
Source: OMol25
Level of theory: ωB97M-V/def2-TZVPD

Atoms and positions in Å:
Sm1 -2.376 -3.069 -1.588
O1 -1.435 -0.867 -0.764
C1 -0.207 -0.361 -0.539
H1 0.052 -1.202 1.433
H2 0.306 0.033 -1.426
C2 1.375 0.506 1.057
C3 0.459 -0.551 0.650
C4 1.104 1.691 0.484
O2 0.661 2.762 0.291
Li1 -2.340 0.738 -0.981
H3 2.400 0.320 1.383

Properties
Expectation value of S²   12.01
Multiplicity   7
HOMO level (alpha / beta)   -14.088 / -14.094 eV
Maximum force   4.100 eV/Å
Relative energy (zero: lowest compared OMol25 entry of this formula, charge and spin)   57.08 kJ/mol
Frontier orbital gap (alpha / beta)   4.49 / 4.68 eV
Total charge   +2

What are the natural (NBO) partial charges on each atom? They are as follows, in elementary charge units: atom 1 (Sm): 1.9107, atom 2 (O): -1.1391, atom 3 (C): -0.0220, atom 4 (H): 0.2189, atom 5 (H): 0.1931, atom 6 (C): -0.5255, atom 7 (C): -0.2056, atom 8 (C): 0.7327, atom 9 (O): -0.4248, atom 10 (Li): 0.9773, atom 11 (H): 0.2843

=====

# 3
Formula: C46H49MoN8O4PSi2
Source: OMol25
Level of theory: ωB97M-V/def2-TZVPD

Atoms and positions in Å:
Mo1 0.313 0.147 0.248
N1 -1.790 -0.969 2.538
P1 -0.108 -0.714 2.612
C1 0.086 0.114 4.216
C2 -0.217 -0.652 5.350
C3 -0.165 -0.075 6.607
C4 0.209 1.257 6.748
C5 0.519 2.015 5.631
C6 0.456 1.451 4.363
C7 0.609 -2.347 2.948
C8 1.979 -2.390 3.227
C9 2.599 -3.602 3.492
C10 1.851 -4.776 3.486
C11 0.489 -4.734 3.222
C12 -0.135 -3.520 2.948
C13 -2.540 -0.714 1.419
C14 -3.901 -1.057 1.411
C15 -4.639 -0.876 0.271
C16 -4.016 -0.338 -0.858
C17 -2.704 0.014 -0.767
N2 -1.935 -0.156 0.347
H1 -2.298 -1.197 3.377
H2 -0.475 -1.702 5.261
H3 -0.399 -0.672 7.480
H4 0.265 1.699 7.736
H5 0.815 3.051 5.742
H6 0.700 2.048 3.501
H7 2.558 -1.471 3.271
H8 3.659 -3.632 3.716
H9 2.332 -5.726 3.698
H10 -0.093 -5.649 3.232
H11 -1.198 -3.495 2.728
H12 -4.337 -1.480 2.308
H13 -5.689 -1.149 0.250
H14 -4.556 -0.164 -1.781
H15 -2.223 0.459 -1.618
O1 5.968 0.573 2.015
C18 5.902 -0.069 0.860
O2 6.845 -0.571 0.321
C19 4.556 -0.167 0.210
C20 4.349 -0.731 -1.033
N3 3.040 -0.656 -1.299
N4 2.374 -0.072 -0.300
C21 3.289 0.241 0.611
C22 2.737 1.034 1.739
O3 3.421 1.452 2.644
O4 1.450 1.245 1.598
H16 5.107 0.933 2.308
H17 5.066 -1.164 -1.721
H18 2.565 -0.938 -2.139
C23 -1.767 2.658 2.008
Si1 -1.604 3.209 0.221
C24 -3.181 2.942 -0.757
C25 -1.483 5.064 0.300
C26 -0.096 2.247 -0.521
C27 -0.222 1.686 -1.884
C28 -0.536 2.269 -3.118
C29 -0.470 1.501 -4.261
C30 -0.126 0.143 -4.186
C31 0.109 -0.398 -2.953
N5 0.048 0.362 -1.839
Si2 1.419 3.477 -0.544
C32 2.930 2.616 -1.253
C33 1.756 4.162 1.160
C34 1.186 4.906 -1.731
H19 -2.819 2.601 2.319
H20 -1.274 3.393 2.658
H21 -1.304 1.694 2.207
H22 -3.724 3.892 -0.764
H23 -3.838 2.198 -0.303
H24 -3.015 2.658 -1.805
H25 -2.364 5.380 0.875
H26 -1.553 5.536 -0.683
H27 -0.600 5.445 0.818
H28 -0.825 3.311 -3.156
H29 -0.690 1.946 -5.226
H30 -0.073 -0.476 -5.072
H31 0.307 -1.455 -2.822
H32 2.688 1.814 -1.959
H33 3.594 2.222 -0.480
H34 3.504 3.366 -1.805
H35 1.186 3.660 1.944
H36 1.521 5.230 1.193
H37 2.821 4.061 1.406
H38 0.793 4.622 -2.712
H39 2.187 5.320 -1.905
H40 0.570 5.708 -1.331
N6 -0.918 -7.182 -0.681
C35 -0.470 -8.484 -0.626
C36 -1.120 -9.713 -0.775
C37 -0.331 -10.833 -0.664
C38 1.057 -10.747 -0.412
C39 1.686 -9.537 -0.263
C40 0.901 -8.379 -0.370
N7 1.267 -7.053 -0.272
C41 0.168 -6.373 -0.458
C42 0.137 -4.916 -0.430
C43 -0.985 -4.146 -0.740
C44 -0.929 -2.775 -0.643
N8 0.167 -2.094 -0.253
C45 1.259 -2.856 0.024
C46 1.290 -4.222 -0.068
H41 -1.866 -6.897 -0.839
H42 -2.184 -9.784 -0.972
H43 -0.784 -11.812 -0.773
H44 1.631 -11.663 -0.341
H45 2.752 -9.462 -0.074
H46 -1.912 -4.599 -1.074
H47 -1.793 -2.198 -0.928
H48 2.144 -2.344 0.364
H49 2.193 -4.777 0.163

Properties
Expectation value of S²   2.02
Multiplicity   3
HOMO level (alpha / beta)   -12.661 / -12.666 eV
Maximum force   0.879 eV/Å
Relative energy (zero: lowest compared OMol25 entry of this formula, charge and spin)   0.00 kJ/mol
Frontier orbital gap (alpha / beta)   7.03 / 6.18 eV
Total charge   +2

Here are the Löwdin charges for atoms 1 to 99, given in e: atom 1 (Mo): 1.5784, atom 2 (N): -0.0746, atom 3 (P): 1.0247, atom 4 (C): -0.3145, atom 5 (C): -0.0844, atom 6 (C): -0.0524, atom 7 (C): -0.0442, atom 8 (C): -0.0407, atom 9 (C): -0.0804, atom 10 (C): -0.3828, atom 11 (C): -0.0890, atom 12 (C): -0.0440, atom 13 (C): -0.0479, atom 14 (C): -0.0600, atom 15 (C): -0.0975, atom 16 (C): -0.3632, atom 17 (C): 0.0165, atom 18 (C): -0.0133, atom 19 (C): -0.0519, atom 20 (C): -0.1755, atom 21 (N): -0.0219, atom 22 (H): 0.1246, atom 23 (H): 0.1077, atom 24 (H): 0.1173, atom 25 (H): 0.1194, atom 26 (H): 0.1197, atom 27 (H): 0.0696, atom 28 (H): 0.1127, atom 29 (H): 0.1203, atom 30 (H): 0.1210, atom 31 (H): 0.1183, atom 32 (H): 0.1045, atom 33 (H): 0.1288, atom 34 (H): 0.1310, atom 35 (H): 0.1308, atom 36 (H): 0.0957, atom 37 (O): 0.1654, atom 38 (C): -0.4811, atom 39 (O): 0.1529, atom 40 (C): -0.0255, atom 41 (C): 0.0597, atom 42 (N): 0.0657, atom 43 (N): -0.0856, atom 44 (C): -0.1733, atom 45 (C): -0.5462, atom 46 (O): 0.1315, atom 47 (O): -0.3023, atom 48 (H): 0.0772, atom 49 (H): 0.1655, atom 50 (H): 0.1551, atom 51 (C): -0.1594, atom 52 (Si): 0.4848, atom 53 (C): -0.1563, atom 54 (C): -0.1792, atom 55 (C): -0.3745, atom 56 (C): -0.4170, atom 57 (C): -0.0093, atom 58 (C): 0.0000, atom 59 (C): -0.0283, atom 60 (C): -0.1265, atom 61 (N): -0.1045, atom 62 (Si): 0.5063, atom 63 (C): -0.1397, atom 64 (C): -0.1510, atom 65 (C): -0.1525, atom 66 (H): 0.0561, atom 67 (H): 0.0482, atom 68 (H): -0.0342, atom 69 (H): 0.0500, atom 70 (H): 0.0240, atom 71 (H): 0.0342, atom 72 (H): 0.0576, atom 73 (H): 0.0426, atom 74 (H): 0.0234, atom 75 (H): 0.1213, atom 76 (H): 0.1304, atom 77 (H): 0.1217, atom 78 (H): 0.1097, atom 79 (H): 0.0308, atom 80 (H): 0.0304, atom 81 (H): 0.0530, atom 82 (H): 0.0185, atom 83 (H): 0.0430, atom 84 (H): 0.0526, atom 85 (H): 0.0287, atom 86 (H): 0.0511, atom 87 (H): 0.0250, atom 88 (N): 0.1727, atom 89 (C): -0.1806, atom 90 (C): -0.0105, atom 91 (C): -0.0640, atom 92 (C): -0.0669, atom 93 (C): -0.0024, atom 94 (C): -0.2152, atom 95 (N): 0.1932, atom 96 (C): -0.2909, atom 97 (C): -0.1035, atom 98 (C): 0.0256, atom 99 (C): -0.1186

=====

# 4
Formula: C7H5F4NO3
Source: OMol25
Level of theory: ωB97M-V/def2-TZVPD

Atoms and positions in Å:
C1 -2.752 1.350 -0.074
O1 -1.413 1.213 0.447
C2 -0.712 0.081 0.417
C3 -1.072 -1.150 0.025
F1 -2.297 -1.511 -0.338
C4 -0.038 -2.257 -0.292
F2 -0.071 -3.152 0.697
O2 1.309 -1.617 -0.493
C5 1.683 -0.254 -0.401
F3 1.313 0.253 -1.591
C6 3.086 0.283 -0.185
N1 3.586 1.326 0.030
O3 4.358 2.184 0.140
C7 0.763 0.392 0.703
F4 1.116 -0.001 1.975
H1 -2.976 2.431 -0.183
H2 -3.501 1.006 0.624
H3 -2.755 0.774 -1.036
H4 -0.403 -2.770 -1.191
H5 0.777 1.417 0.723

Properties
SMILES string   COC1=C(F)[C@H](F)O[C@](F)(C#[N+][O-])[C@@H]1F
Multiplicity   1
HOMO level   -9.510 eV
Maximum force   3.882 eV/Å
Relative energy (zero: lowest compared OMol25 entry of this formula, charge and spin)   104.82 kJ/mol
Frontier orbital gap   9.69 eV

What are the natural (NBO) partial charges on each atom? They are as follows, in elementary charge units: atom 1 (C): -0.2514, atom 2 (O): -0.4953, atom 3 (C): 0.2273, atom 4 (C): 0.2381, atom 5 (F): -0.3154, atom 6 (C): 0.4581, atom 7 (F): -0.3128, atom 8 (O): -0.5521, atom 9 (C): 0.5677, atom 10 (F): -0.3293, atom 11 (C): 0.0756, atom 12 (N): 0.2459, atom 13 (O): -0.3276, atom 14 (C): 0.1408, atom 15 (F): -0.3332, atom 16 (H): 0.2046, atom 17 (H): 0.1907, atom 18 (H): 0.1954, atom 19 (H): 0.1804, atom 20 (H): 0.1926